(1)
Here is a 16-piece molecular cluster, C31H77B3ClF3N16O39P overall in a non-equilibrium geometry from the OMol25 dataset. Energies are from the ωB97M-V functional and the def2-TZVPD basis.

Atoms and positions in Å:
C  4.2248  -2.1851  -2.9591
C  3.0950  -1.2355  -2.3371
O  2.6717  -0.1539  -3.1762
C  3.7418  0.7263  -3.5592
C  3.4321  2.2736  -3.3350
C  4.7295  3.1362  -3.7889
O  5.4773  2.5442  -4.8813
C  5.0603  2.9646  -6.1356
F  3.8915  2.3219  -6.5976
F  4.9818  4.3468  -6.3083
F  6.0685  2.5324  -7.0450
O  2.4179  2.9080  -4.1838
B  1.0510  2.7411  -3.6056
C  0.1113  4.0671  -3.3774
C  -1.4520  3.7696  -3.2518
C  -1.8452  2.7348  -2.1009
C  -2.4740  1.3497  -2.6405
N  -3.6558  0.9023  -1.7904
C  -3.0418  0.1367  -0.6382
C  -4.3376  -0.1472  -2.5811
C  -5.8853  -0.5029  -2.4055
O  -3.7095  -0.8535  -3.4170
B  0.3419  1.6834  -4.6818
O  -0.0029  0.2989  -4.4368
O  0.0181  2.2185  -6.0182
O  1.3850  2.3065  -2.2314
C  2.7483  2.6945  -1.8993
B  3.1570  1.8626  -0.5752
O  4.4758  1.2416  -0.4714
C  2.1600  1.6147  0.6804
C  1.3738  0.2096  0.6195
P  3.0938  4.5198  -1.4700
O  4.7657  4.6995  -1.0202
Cl  2.0409  5.1241  0.2762
H  4.6166  -1.8676  -3.9680
H  5.1148  -2.1512  -2.2305
H  3.8402  -3.2541  -2.9204
H  2.1585  -1.9000  -2.1823
H  3.4265  -0.9328  -1.2906
H  3.9266  0.5416  -4.6790
H  4.7342  0.5134  -3.0169
H  5.4295  3.1000  -2.8769
H  4.4452  4.2229  -3.9165
H  0.4030  4.6762  -2.4505
H  0.2587  4.7590  -4.2796
H  -1.9471  4.7690  -2.9643
H  -1.9566  3.4823  -4.2447
H  -0.9996  2.4479  -1.4028
H  -2.6590  3.2043  -1.4403
H  -1.7061  0.5022  -2.5439
H  -2.7994  1.5028  -3.7155
H  -3.7706  -0.0413  0.2162
H  -2.6817  -0.8708  -1.0565
H  -2.1223  0.6676  -0.2372
H  -6.0078  -1.6200  -2.6267
H  -6.2090  -0.2388  -1.3522
H  -6.4618  0.0704  -3.2130
H  0.2016  -0.1916  -5.2619
H  -0.9529  2.3242  -6.0039
H  4.2970  0.4692  0.1119
H  1.3771  2.4220  0.8133
H  2.8201  1.6036  1.6221
H  1.4468  -0.3242  -0.3821
H  0.2564  0.4366  0.7647
H  1.6591  -0.4776  1.4845
H  4.9366  4.1952  -0.1943
C  -0.8085  -3.4844  -4.1587
N  0.0548  -4.3365  -3.2991
O  0.2834  -5.4742  -3.6791
O  0.4725  -3.8336  -2.2751
H  -1.1067  -4.0582  -5.0334
H  -1.6786  -3.1977  -3.5697
H  -0.2234  -2.6120  -4.4491
C  0.7671  -3.9916  2.5162
N  1.7591  -2.9235  2.7984
O  2.9338  -3.1809  2.6043
O  1.3209  -1.8616  3.2054
H  1.2925  -4.8761  2.1624
H  0.2402  -4.2018  3.4459
H  0.0881  -3.6154  1.7522
C  2.3805  4.9449  4.4278
N  1.5663  3.7254  4.1922
O  0.7090  3.4505  5.0209
O  1.8137  3.0900  3.1886
H  2.0531  5.4113  5.3546
H  3.4221  4.6352  4.4980
H  2.2225  5.6132  3.5821
C  -4.9605  -2.0242  -6.4516
N  -4.9897  -3.4631  -6.8236
O  -4.5567  -4.2614  -6.0120
O  -5.4472  -3.7404  -7.9186
H  -4.5302  -1.9263  -5.4557
H  -4.3482  -1.5070  -7.1887
H  -5.9871  -1.6609  -6.4655
C  -0.2345  -2.1493  6.6923
N  -1.0454  -3.3658  6.4340
O  -1.8932  -3.6605  7.2571
O  -0.8020  -3.9825  5.4132
H  -0.5587  -1.7051  7.6297
H  0.8091  -2.4573  6.7513
H  -0.3972  -1.4660  5.8656
C  6.0865  5.3910  -9.2357
N  7.1014  6.1538  -10.0085
O  7.5922  7.1335  -9.4767
O  7.3697  5.7411  -11.1232
H  5.9490  5.8691  -8.2689
H  5.1602  5.4044  -9.8078
H  6.4609  4.3757  -9.1135
C  -2.4201  1.9534  5.9650
N  -2.4550  0.5329  5.5319
O  -2.0294  -0.3049  6.3147
O  -2.9062  0.3042  4.4268
H  -1.9965  2.0038  6.9625
H  -1.8009  2.5006  5.2546
H  -3.4432  2.3210  5.9612
C  -1.5323  7.0241  4.4102
N  -0.3045  6.8588  3.5910
O  0.6267  7.6166  3.8129
O  -0.3174  5.9750  2.7552
H  -1.3797  7.8431  5.1096
H  -2.3533  7.2452  3.7297
H  -1.6997  6.0917  4.9402
C  -5.4284  5.3664  6.9231
N  -4.1981  5.2027  6.1074
O  -3.2705  5.9603  6.3322
O  -4.2044  4.3204  5.2669
H  -5.2777  6.1844  7.6238
H  -6.2471  5.5884  6.2399
H  -5.5982  4.4327  7.4529
C  0.8432  -8.2733  -1.8793
N  1.7062  -9.1190  -1.0139
O  1.9360  -10.2559  -1.3897
O  2.1224  -8.6123  0.0115
H  0.5480  -8.8514  -2.7519
H  -0.0285  -7.9866  -1.2934
H  1.4251  -7.4012  -2.1737
C  4.0140  -2.8503  -7.9608
N  3.4409  -2.6644  -6.6027
O  3.9933  -3.2358  -5.6774
O  2.4577  -1.9526  -6.5122
H  4.8804  -3.5041  -7.8890
H  3.2424  -3.2995  -8.5842
H  4.3016  -1.8683  -8.3338
C  -3.6974  -3.1899  10.0856
N  -2.7227  -2.6382  11.0626
O  -3.0416  -2.6481  12.2395
O  -1.6735  -2.2153  10.6148
H  -4.5801  -3.5270  10.6234
H  -3.9515  -2.3930  9.3890
H  -3.2154  -4.0220  9.5745
C  6.0181  -7.1818  -7.5981
N  5.5039  -6.1578  -8.5435
O  4.5144  -6.4406  -9.1932
O  6.1136  -5.1044  -8.5986
H  5.3810  -8.0615  -7.6545
H  7.0369  -7.4226  -7.8974
H  5.9912  -6.7488  -6.5991
C  -5.5506  1.0868  8.5145
N  -4.5576  2.1569  8.7925
O  -3.3881  1.8998  8.5874
O  -4.9918  3.2186  9.2081
H  -5.0240  0.2059  8.1532
H  -6.0704  0.8710  9.4467
H  -6.2367  1.4639  7.7572
C  -6.9111  -5.4665  12.0039
N  -7.4538  -4.4423  11.0739
O  -8.4372  -4.7409  10.4238
O  -6.8698  -3.3731  11.0316
H  -7.5263  -6.3609  11.9372
H  -5.8875  -5.6781  11.6985
H  -6.9451  -5.0484  13.0087

Cartesian forces (eV/Å) of the 2 atoms listed first:
0.6 0.2 1.5
-0.6 -1.5 0.0

Values from the calculation:
Multiplicity = 1
Net charge = -1
HOMO energy = -0.15411 hartree



(2)
Here is a 10-piece molecular cluster, C31H79N11O10 overall in a non-equilibrium geometry from the OMol25 dataset. Energies are from the ωB97M-V functional and the def2-TZVPD basis.

Atoms and positions in Å:
C  6.9206  3.1975  -0.3062
O  6.5664  3.9138  -1.2337
N  7.3355  1.9523  -0.4118
N  6.7653  3.5229  0.9406
H  7.2763  1.6722  -1.3804
H  8.1949  1.6573  0.0292
H  6.8280  2.7670  1.6076
H  6.2064  4.3313  1.1737
C  2.0941  -4.8717  -3.0756
O  2.1229  -5.0606  -4.2208
N  1.2981  -5.3425  -2.2193
N  2.7507  -3.9642  -2.4955
H  0.5005  -5.7854  -2.6526
H  1.2464  -5.0021  -1.2698
H  2.7222  -3.8651  -1.4908
H  3.4622  -3.6217  -3.1252
C  4.9435  -0.2123  -2.0347
O  5.7884  -0.2636  -2.8896
N  3.7746  0.3886  -2.1273
N  5.0895  -0.8515  -0.8146
H  3.0315  0.1136  -1.5010
H  3.6170  0.7979  -3.0371
H  4.3612  -0.7066  -0.1301
H  5.9570  -1.3486  -0.6712
C  2.9880  6.1217  1.7876
O  3.3926  5.4217  2.6982
N  2.6767  5.6218  0.6075
N  2.6675  7.3859  1.9532
H  2.6195  4.6576  0.3124
H  2.2180  6.2761  -0.0103
H  2.4818  7.6302  2.9155
H  2.3557  7.9559  1.1799
C  3.7897  1.8836  1.2333
C  2.2458  1.4973  1.0655
C  1.7970  2.4095  -0.1658
C  0.3695  2.0845  -0.6863
C  0.2571  0.6129  -1.0585
C  0.9159  -0.4506  -0.1144
N  2.1239  0.1311  0.5340
O  2.6895  -0.8657  1.4376
C  -0.2318  -0.8754  0.8394
C  1.3471  -1.6562  -0.9898
C  1.2423  1.7779  2.3267
H  4.1874  1.2980  2.0622
H  4.0304  2.8885  1.5803
H  4.3529  1.8197  0.3023
H  1.6090  3.3951  0.2601
H  2.5061  2.4696  -0.9915
H  0.1132  2.7544  -1.5071
H  -0.4781  2.1182  -0.0018
H  0.4948  0.3030  -2.0762
H  -0.8170  0.4275  -1.0613
H  -0.5482  -0.0532  1.4812
H  -1.0525  -1.2241  0.2126
H  0.2117  -1.6943  1.4058
H  0.6314  -2.4783  -0.9929
H  1.6340  -1.4848  -2.0273
H  2.2207  -2.1542  -0.5693
H  0.2445  2.1564  2.1050
H  1.7012  2.6221  2.8414
H  1.3103  0.9793  3.0654
H  2.2220  -0.6109  2.2365
C  -5.3302  -3.2920  4.9395
C  -4.2874  -2.6379  4.0420
C  -4.3665  -1.0754  4.1949
C  -3.2498  -0.3760  5.1699
C  -1.8455  -0.9621  4.8983
C  -1.7033  -2.5500  4.8913
N  -2.8687  -3.1162  4.2415
O  -2.7758  -4.4919  4.2449
C  -0.3442  -2.9312  4.2985
C  -1.8113  -2.8488  6.4251
C  -4.6323  -2.8395  2.5477
H  -6.2839  -3.3262  4.4128
H  -5.4997  -2.6455  5.8006
H  -5.0418  -4.2633  5.3413
H  -4.3700  -0.5111  3.2623
H  -5.3815  -0.8404  4.5153
H  -3.3771  -0.4974  6.2456
H  -3.3549  0.6983  5.0190
H  -1.0145  -0.5378  5.4618
H  -1.7184  -0.5803  3.8853
H  -0.1268  -3.9985  4.2583
H  -0.4437  -2.7440  3.2293
H  0.5482  -2.4314  4.6753
H  -0.9345  -2.6431  7.0392
H  -2.7323  -2.6913  6.9864
H  -1.7907  -3.9386  6.4290
H  -4.7130  -3.9230  2.4604
H  -3.9427  -2.3423  1.8656
H  -5.6370  -2.5597  2.2308
H  -3.0964  -4.6935  5.1270
C  -4.9725  -1.1300  -5.8920
C  -3.7053  -1.2320  -4.9286
C  -2.4446  -1.5326  -5.7420
C  -1.9091  -0.4648  -6.5922
C  -1.6623  0.7387  -5.6820
C  -3.0095  1.2309  -4.9135
N  -3.4969  -0.0030  -4.2007
O  -4.4367  0.1534  -3.1104
C  -2.5293  2.3293  -3.8947
C  -3.9288  1.8357  -5.9340
C  -3.8932  -2.4078  -3.9321
H  -4.9619  -1.8511  -6.7093
H  -5.0597  -0.1726  -6.4056
H  -5.9536  -1.2985  -5.4479
H  -1.5985  -1.9832  -5.2231
H  -2.7616  -2.2843  -6.4649
H  -2.5816  -0.2602  -7.4252
H  -0.9911  -0.7264  -7.1185
H  -1.3202  1.5165  -6.3647
H  -0.8386  0.5656  -4.9895
H  -2.0646  3.1405  -4.4551
H  -3.4349  2.7676  -3.4752
H  -1.9129  1.9038  -3.1028
H  -4.9691  1.7566  -5.6184
H  -3.9339  2.9127  -6.1023
H  -3.8250  1.3956  -6.9258
H  -3.0327  -2.3380  -3.2666
H  -4.0210  -3.2732  -4.5823
H  -4.7427  -2.3564  -3.2511
H  -3.8122  0.1709  -2.3815
O  -3.0907  0.9213  -0.4827
H  -3.4125  0.2738  0.1446
H  -3.2027  1.7619  -0.0388
O  4.2770  1.4776  4.7789
H  4.4862  0.6846  4.2853
H  4.9746  1.5457  5.4307
O  5.2179  3.8529  3.6928
H  4.4974  4.3415  3.2949
H  4.8093  3.0567  4.0325

Cartesian forces (eV/Å) of the 2 atoms listed first:
-1.5 2.2 -1.5
0.0 -0.1 -0.5

Values from the calculation:
Multiplicity = 2
<S²> = 0.755
Net charge = +1
HOMO energy (alpha / beta) = -0.35215 / -0.35215 hartree



(3)
Here is C31H81B3N9O8P3S as an isolated structure in a non-equilibrium geometry from the OMol25 dataset. Energies are from the ωB97M-V functional and the def2-TZVPD basis.

Atoms and positions in Å:
C  7.1015  -6.0833  4.8841
C  8.5043  -5.4724  4.6354
S  8.7227  -5.0084  2.9017
C  8.5296  -6.6008  2.0067
B  7.2248  -6.5923  1.1105
O  6.8243  -5.3837  0.5663
B  5.4710  -5.2732  0.8664
O  4.6612  -6.2500  0.3277
B  5.1424  -7.5264  0.6010
C  4.1096  -8.7158  0.5521
C  2.6990  -8.3123  1.0155
C  2.5446  -8.3150  2.5455
C  2.9492  -7.0271  3.2722
C  2.1441  -5.8331  2.7503
C  2.0556  -4.6549  3.7306
C  3.1608  -3.6020  3.5971
C  3.0270  -2.6274  2.4364
O  2.7156  -3.2428  1.1707
C  1.6035  -2.7065  0.5511
C  0.2818  -3.0052  1.2230
O  1.7161  -2.0340  -0.4649
O  6.4880  -7.7426  0.8903
H  6.4049  -5.3501  5.2819
H  6.6743  -6.4050  3.9330
H  7.1374  -6.9776  5.5029
H  8.5863  -4.5918  5.2665
H  9.2800  -6.1601  4.9676
H  8.4963  -7.3808  2.7651
H  9.4173  -6.6855  1.3820
H  5.1055  -4.4305  1.6104
H  4.0648  -9.0667  -0.4834
H  4.4866  -9.5416  1.1574
H  2.3804  -7.3893  0.5375
H  2.0193  -9.0805  0.6384
H  1.4940  -8.5205  2.7606
H  3.1105  -9.1755  2.9085
H  4.0209  -6.8377  3.1422
H  2.7685  -7.1949  4.3353
H  2.5308  -5.5669  1.7709
H  1.1216  -6.1907  2.5863
H  2.1445  -5.0767  4.7344
H  1.0755  -4.1818  3.6873
H  3.1163  -2.9908  4.5035
H  4.1372  -4.0847  3.6307
H  2.3298  -1.8180  2.6564
H  3.9978  -2.1438  2.3058
H  0.1451  -4.0817  1.3126
H  0.3304  -2.5910  2.2277
H  -0.5202  -2.5727  0.6371
O  0.4739  0.9773  4.8104
P  -0.0255  1.7032  3.5914
N  -0.3595  3.2463  4.2941
C  -1.2871  4.2420  3.7945
C  0.7768  3.8823  4.9551
N  -1.4776  0.8095  3.3502
C  -2.7805  1.4278  3.2066
C  -1.6016  -0.4491  4.0687
N  -0.0831  2.2634  1.9392
C  -0.1361  1.1802  0.9211
C  1.1087  3.0746  1.5830
H  -0.9359  4.7687  2.8950
H  -1.4547  4.9983  4.5651
H  -2.2677  3.8323  3.5792
H  1.5021  4.3013  4.2428
H  1.3070  3.1693  5.5859
H  0.4425  4.6909  5.6070
H  -3.1417  1.8605  4.1493
H  -3.5160  0.6899  2.8751
H  -2.7767  2.1868  2.4233
H  -1.8825  -0.3040  5.1193
H  -0.6681  -1.0063  4.0347
H  -2.3616  -1.0831  3.6029
H  0.7056  0.4867  1.0123
H  -0.1169  1.6186  -0.0772
H  -1.0579  0.6127  0.9861
H  2.0437  2.5386  1.7673
H  1.1350  4.0091  2.1431
H  1.0724  3.3514  0.5306
O  -4.0133  2.8105  -0.1496
P  -5.2003  2.8313  -1.0687
N  -6.3626  2.0566  -0.0467
C  -7.5535  1.3471  -0.4684
C  -6.5796  2.7077  1.2429
N  -4.6175  1.7277  -2.2529
C  -5.3576  0.5647  -2.6967
C  -3.1913  1.4213  -2.2260
N  -6.3701  3.4600  -2.2030
C  -5.7782  3.9748  -3.4656
C  -7.1408  4.5972  -1.6380
H  -8.3618  2.0028  -0.8257
H  -7.9519  0.7768  0.3739
H  -7.3537  0.6122  -1.2399
H  -7.1807  3.6247  1.1600
H  -5.6302  2.9758  1.7062
H  -7.0887  2.0355  1.9355
H  -5.4109  -0.2123  -1.9226
H  -4.8762  0.1277  -3.5756
H  -6.3633  0.8291  -3.0263
H  -2.9431  0.6921  -1.4422
H  -2.5990  2.3164  -2.0685
H  -2.8762  1.0093  -3.1866
H  -5.0287  4.7492  -3.2830
H  -6.5673  4.3961  -4.0910
H  -5.3156  3.1839  -4.0459
H  -6.4899  5.3993  -1.2793
H  -7.7738  4.2763  -0.8111
H  -7.8107  5.0089  -2.3914
O  -1.5532  3.3491  -4.3929
P  -0.7165  4.3891  -5.0794
N  -1.8962  5.6457  -5.2322
C  -1.8986  6.7238  -6.2009
C  -2.4941  6.0817  -3.9726
N  -0.5076  3.5788  -6.5864
C  -0.8078  4.1824  -7.8691
C  -0.8390  2.1589  -6.6205
N  0.6568  5.4134  -5.4150
C  1.9178  4.6763  -5.6863
C  0.9686  6.3178  -4.2778
H  -1.1492  7.5045  -6.0030
H  -2.8767  7.2102  -6.1984
H  -1.7575  6.3753  -7.2177
H  -1.8186  6.7110  -3.3764
H  -2.7734  5.2242  -3.3591
H  -3.4077  6.6511  -4.1544
H  -1.8870  4.3086  -8.0246
H  -0.4254  3.5545  -8.6782
H  -0.3012  5.1405  -7.9905
H  -1.9207  1.9899  -6.6899
H  -0.4673  1.6458  -5.7381
H  -0.3638  1.6863  -7.4839
H  2.1861  4.0042  -4.8667
H  2.7312  5.3887  -5.8306
H  1.8548  4.0942  -6.5992
H  1.1221  5.7696  -3.3446
H  0.1731  7.0451  -4.1190
H  1.8680  6.8933  -4.4907

Cartesian forces (eV/Å) of the 2 atoms listed first:
0.2 -0.1 -0.5
-0.9 -0.8 0.2

Values from the calculation:
Multiplicity = 1
Net charge = 0
HOMO energy = -0.29990 hartree



no.,calculated total energy (eV)
1,-169043.6075
2,-70281.4051
3,-103988.0210